Entry 1:
DFT (wB97M-V/def2-TZVPD) results for a molecular structure, C42H32AsClIrN5O3S at a distorted geometry.

Frontier orbital gap (alpha / beta) (eV): 4.54 / 5.49
F_max (hartree/bohr): 0.061
Charge: +1
E (a.u.): -5317.40638
⟨S²⟩: 1.020
HOMO (alpha / beta) (eV): -9.4 / -9.5
Energy relative to the best compared isomer or geometry (same formula, charge and spin) (kcal per mole): 98.6
Spin multiplicity: 2

The geometry in XYZ format:
```
86
Properties=species:S:1:pos:R:3:forces:R:3:lowdin_spin:R:1
Ir 1.469 0.610 0.740 0.882 -0.926 2.843 0.99
N 0.761 -3.704 1.794 0.055 -0.660 -0.203 0.01
C 1.060 -2.391 1.714 -0.846 1.568 1.035 -0.01
S 2.386 -1.938 0.739 -0.052 2.015 -0.873 -0.14
N 0.324 -1.583 2.434 -0.075 -2.792 0.019 -0.05
N 0.402 -0.259 2.354 0.470 2.018 -0.496 -0.03
C -0.236 0.333 3.342 0.275 -0.341 -0.282 0.01
C -0.356 1.694 3.667 0.512 1.047 -0.451 -0.02
C -1.127 2.016 4.808 -0.023 0.266 0.060 0.01
C -1.297 3.304 5.229 -0.173 -0.135 0.096 -0.02
C -0.697 4.362 4.515 -0.018 -0.362 0.042 0.00
C 0.078 4.107 3.426 0.080 -0.334 -0.562 0.00
C 0.295 2.772 2.938 -1.535 -0.427 1.695 0.00
O 1.009 2.596 1.924 1.869 -0.905 -2.243 0.05
H 1.404 -4.361 1.389 -0.063 -0.098 0.058 0.00
H 0.175 -4.014 2.550 0.030 0.020 0.044 0.00
H -0.724 -0.349 4.042 0.115 -0.048 -0.283 0.00
H -1.588 1.209 5.359 -0.050 -0.103 0.057 0.00
H -1.894 3.512 6.102 -0.064 0.030 0.090 0.00
H -0.863 5.378 4.837 0.077 0.121 0.047 0.00
H 0.553 4.899 2.869 0.065 0.127 -0.050 0.00
Cl 8.625 -0.763 0.331 0.380 -0.130 -0.120 0.00
C 7.004 -0.406 0.766 -0.625 0.319 -0.560 0.00
C 6.614 -0.514 2.112 -0.352 0.187 -0.364 0.00
C 5.346 -0.155 2.474 -0.278 0.240 -0.037 0.00
C 4.390 0.311 1.528 1.155 -0.253 -1.244 0.01
O 3.241 0.655 1.950 -2.721 0.363 0.009 0.02
C 4.779 0.340 0.127 -0.681 -0.305 1.162 0.00
C 3.903 0.709 -0.920 -0.653 0.485 0.346 0.00
N 2.673 1.204 -0.796 1.535 -1.343 0.865 -0.01
C 2.068 1.867 -1.820 -0.432 1.271 -2.263 0.00
C 2.714 2.346 -2.973 -0.311 -0.710 1.477 0.00
C 2.015 3.048 -3.941 -1.001 0.386 -0.491 0.00
C 0.660 3.294 -3.822 0.560 -0.063 -0.035 0.00
C -0.033 2.858 -2.678 0.258 -0.211 0.524 0.00
C -1.414 3.052 -2.467 -0.044 -0.101 0.448 -0.01
C -1.993 2.626 -1.294 0.109 0.388 -0.512 0.00
C -1.200 2.017 -0.322 0.657 -0.025 0.379 0.00
N 0.091 1.797 -0.514 -0.308 -0.953 0.804 0.07
C 0.683 2.169 -1.659 0.433 0.374 -0.891 0.01
C 6.103 -0.002 -0.198 0.757 -0.418 0.326 0.00
H 7.311 -0.884 2.846 0.115 -0.007 0.081 0.00
H 5.026 -0.218 3.502 -0.061 0.000 0.076 0.00
H 4.297 0.558 -1.923 0.044 0.475 -0.041 0.00
H 3.774 2.195 -3.091 0.130 0.055 -0.029 0.00
H 2.546 3.417 -4.806 0.029 0.007 -0.057 0.00
H 0.123 3.841 -4.583 -0.001 0.040 -0.072 0.00
H -2.003 3.536 -3.230 -0.090 0.086 -0.097 0.00
H -3.043 2.780 -1.101 -0.051 0.012 0.013 0.00
H -1.610 1.723 0.638 0.071 -0.081 -0.055 0.00
H 6.424 0.075 -1.226 0.084 -0.076 -0.115 0.00
O 0.039 -0.893 -0.527 1.085 0.714 0.057 0.09
As -1.497 -1.328 -0.893 -1.322 -0.769 -0.012 0.01
C -1.990 -0.508 -2.586 0.101 -0.226 0.331 0.00
C -3.297 -0.372 -3.036 -0.095 -0.104 0.183 0.00
C -3.537 0.247 -4.251 -0.126 0.020 0.045 0.00
C -2.482 0.711 -5.020 0.082 0.031 -0.045 0.00
C -1.177 0.529 -4.597 -0.079 -0.056 -0.104 0.00
C -0.932 -0.082 -3.379 0.266 -0.174 0.233 0.00
C -2.762 -0.957 0.544 0.236 -0.139 -0.404 0.00
C -2.596 -1.705 1.704 0.272 -0.301 -0.155 0.00
C -3.450 -1.526 2.778 -0.008 -0.028 0.024 0.00
C -4.479 -0.604 2.696 0.043 0.014 -0.029 0.00
C -4.638 0.153 1.547 -0.069 0.133 -0.084 0.00
C -3.780 -0.017 0.472 -0.027 0.066 -0.242 0.00
C -1.395 -3.261 -1.100 -0.129 0.368 -0.008 0.01
C -0.344 -3.711 -1.889 0.123 0.319 0.011 0.00
C -0.118 -5.068 -2.032 0.051 0.012 -0.023 0.00
C -0.936 -5.976 -1.381 -0.093 0.003 0.013 0.00
C -1.990 -5.528 -0.602 -0.066 -0.034 0.062 0.00
C -2.227 -4.169 -0.459 -0.165 0.196 0.057 0.00
H -4.122 -0.757 -2.450 -0.044 0.040 0.006 0.00
H -4.548 0.369 -4.604 -0.139 -0.008 -0.010 0.00
H -2.681 1.209 -5.957 -0.024 0.009 -0.118 0.00
H -0.357 0.873 -5.210 0.088 -0.016 -0.020 0.00
H 0.082 -0.229 -3.021 -0.020 0.060 -0.052 0.00
H -1.780 -2.419 1.755 -0.189 0.073 0.121 0.00
H -3.322 -2.118 3.671 0.048 -0.058 0.093 0.00
H -5.159 -0.474 3.524 -0.058 0.022 0.088 0.00
H -5.440 0.872 1.484 -0.051 0.078 -0.015 0.00
H -3.905 0.577 -0.426 -0.079 0.004 0.004 0.00
H 0.310 -2.982 -2.358 0.030 -0.138 -0.036 0.00
H 0.697 -5.421 -2.644 0.122 -0.009 -0.087 0.00
H -0.759 -7.035 -1.486 0.026 -0.116 -0.016 0.00
H -2.629 -6.241 -0.101 -0.058 -0.025 0.038 0.00
H -3.049 -3.825 0.160 0.034 -0.050 -0.073 0.00
```
Forces are in eV/Å.



Entry 2:
DFT (wB97M-V/def2-TZVPD) results for a molecular structure, C42H32AsClIrN5O3S at a distorted geometry.

Frontier orbital gap (alpha / beta) (eV): 6.65 / 6.30
F_max (hartree/bohr): 0.030
Charge: +1
E (a.u.): -5317.51222
⟨S²⟩: 0.755
HOMO (alpha / beta) (eV): -10.2 / -10.2
Energy relative to the best compared isomer or geometry (same formula, charge and spin) (kcal per mole): 32.2
Spin multiplicity: 2

The geometry in XYZ format:
```
86
Properties=species:S:1:pos:R:3:forces:R:3:lowdin_spin:R:1
Ir -0.983 1.962 0.240 -0.029 1.374 -0.650 0.67
N -1.201 4.671 -3.187 0.075 -0.086 0.003 0.00
C -0.837 3.919 -2.114 -0.083 0.304 0.046 0.00
S -2.037 3.737 -0.864 -0.549 0.185 0.164 0.00
N 0.347 3.416 -2.077 -0.046 -0.468 0.014 0.00
N 0.547 2.595 -0.963 -0.148 0.193 0.027 0.00
C 1.786 2.423 -0.667 0.043 0.029 -0.105 0.00
C 2.350 1.627 0.385 -0.096 0.035 -0.010 0.01
C 3.754 1.603 0.483 -0.004 0.035 0.007 0.00
C 4.396 0.831 1.418 -0.058 -0.024 0.031 0.01
C 3.628 0.040 2.284 0.045 0.030 -0.039 0.00
C 2.256 0.045 2.214 0.007 0.099 0.071 0.01
C 1.582 0.858 1.281 0.021 -0.031 0.014 0.00
O 0.271 0.831 1.310 -0.148 -0.424 0.665 0.07
H -2.006 5.266 -3.111 -0.005 0.005 0.001 0.00
H -0.465 4.955 -3.813 -0.007 0.063 0.021 0.00
H 2.484 2.946 -1.316 -0.008 -0.062 -0.030 0.00
H 4.326 2.210 -0.209 0.008 -0.011 -0.007 0.00
H 5.475 0.828 1.483 0.011 0.007 0.000 0.00
H 4.122 -0.579 3.023 -0.010 -0.011 0.008 0.00
H 1.648 -0.550 2.884 0.050 -0.017 0.011 0.00
Cl -0.068 3.317 7.280 -0.009 -0.015 -0.069 0.00
C -0.181 3.289 5.550 0.066 0.061 0.034 0.01
C 0.531 4.229 4.794 -0.014 -0.048 0.078 0.00
C 0.454 4.221 3.424 -0.089 0.049 -0.065 0.01
C -0.348 3.287 2.749 -0.079 0.047 -0.021 0.00
O -0.381 3.388 1.431 0.607 0.068 0.224 0.06
C -1.068 2.346 3.513 0.139 -0.166 -0.024 0.01
C -1.950 1.376 2.943 -0.057 0.144 0.010 0.00
N -2.286 1.292 1.699 -0.072 -0.392 -0.027 0.00
C -3.259 0.343 1.275 0.124 0.092 0.002 0.00
C -4.092 -0.388 2.078 -0.069 -0.059 0.013 0.00
C -4.938 -1.369 1.515 0.051 0.054 -0.007 0.00
C -4.967 -1.583 0.166 0.049 0.070 -0.006 0.00
C -4.169 -0.788 -0.692 -0.130 -0.104 -0.058 0.00
C -4.169 -0.904 -2.103 -0.020 -0.056 0.078 0.00
C -3.378 -0.083 -2.848 -0.012 0.124 0.023 0.00
C -2.570 0.866 -2.194 -0.089 0.124 -0.053 0.00
N -2.555 0.999 -0.891 0.513 -0.917 0.009 0.05
C -3.329 0.179 -0.125 0.064 0.174 -0.020 0.00
C -0.960 2.359 4.920 -0.022 -0.017 -0.055 0.00
H 1.144 4.962 5.301 0.018 -0.010 0.004 0.00
H 1.000 4.938 2.827 0.005 0.007 0.017 0.00
H -2.377 0.657 3.639 -0.166 0.194 0.038 0.00
H -4.124 -0.222 3.146 0.001 -0.055 -0.001 0.00
H -5.570 -1.952 2.170 -0.002 0.006 0.011 0.00
H -5.607 -2.342 -0.264 -0.030 0.014 0.001 0.00
H -4.804 -1.644 -2.574 0.012 -0.012 -0.003 0.00
H -3.351 -0.144 -3.926 0.007 0.008 0.000 0.00
H -1.932 1.533 -2.757 0.069 -0.050 0.006 0.00
H -1.520 1.639 5.503 0.015 -0.020 0.003 0.00
O -0.374 -0.092 -1.118 0.324 -0.427 -0.242 0.06
As 0.699 -1.367 -1.135 -0.273 0.058 -0.298 0.01
C 0.727 -2.262 0.553 -0.039 -0.067 0.100 0.00
C 1.697 -3.182 0.933 -0.084 -0.081 -0.021 0.00
C 1.585 -3.830 2.155 0.048 0.023 -0.009 0.00
C 0.498 -3.578 2.981 -0.005 0.024 0.025 0.00
C -0.481 -2.675 2.590 0.014 -0.006 -0.016 0.00
C -0.364 -2.012 1.378 -0.037 -0.014 0.006 0.00
C 2.396 -0.810 -1.816 0.068 0.004 -0.057 0.00
C 2.323 0.043 -2.918 -0.021 0.028 0.060 0.00
C 3.487 0.489 -3.522 0.008 0.012 -0.001 0.00
C 4.722 0.079 -3.033 0.000 0.025 0.000 0.00
C 4.792 -0.760 -1.932 -0.004 -0.022 0.033 0.00
C 3.630 -1.203 -1.315 -0.021 -0.035 -0.027 0.00
C -0.028 -2.632 -2.392 -0.036 0.005 0.022 0.00
C -1.179 -3.315 -2.006 0.026 -0.009 0.046 0.00
C -1.829 -4.142 -2.908 -0.018 -0.011 0.002 0.00
C -1.343 -4.274 -4.203 0.005 0.023 -0.009 0.00
C -0.199 -3.592 -4.588 0.023 -0.018 0.002 0.00
C 0.466 -2.775 -3.683 0.052 -0.025 0.038 0.00
H 2.529 -3.421 0.284 0.016 -0.001 -0.027 0.00
H 2.346 -4.535 2.461 -0.011 -0.021 -0.014 0.00
H 0.412 -4.093 3.929 0.002 -0.001 0.008 0.00
H -1.336 -2.487 3.227 0.001 -0.007 0.011 0.00
H -1.105 -1.284 1.072 0.014 -0.042 -0.017 0.00
H 1.356 0.372 -3.281 0.016 0.014 -0.003 0.00
H 3.431 1.155 -4.373 0.000 0.000 -0.003 0.00
H 5.631 0.421 -3.508 0.005 0.003 -0.009 0.00
H 5.754 -1.066 -1.542 0.007 0.006 0.002 0.00
H 3.702 -1.828 -0.436 -0.008 -0.009 0.022 0.00
H -1.562 -3.210 -0.996 -0.011 -0.007 -0.005 0.00
H -2.710 -4.691 -2.601 -0.009 0.017 0.001 0.00
H -1.853 -4.914 -4.909 0.001 -0.015 0.002 0.00
H 0.186 -3.702 -5.593 0.004 -0.007 -0.004 0.00
H 1.372 -2.266 -3.986 -0.006 0.041 -0.003 0.00
```
Forces are in eV/Å.